16
Properties=species:S:1:pos:R:3 method="wB97M-V/def2-TZVPD" lumo_energy_ev=0.97 multiplicity=1 smiles=O[C@H]1C[C@]2(CN2)C1 relative_energy_kj_mol=477.0
O 0.43151 2.19630 0.26362
N -0.89643 -0.38065 1.23977
C 0.78216 1.16926 -0.63074
C -0.42293 0.30415 -1.10580
C -0.66313 -1.87440 0.52637
C 1.34318 -0.08736 0.07348
C -0.08084 -0.61409 0.06760
H -1.86049 -0.16558 1.02496
H -1.40512 0.79079 -1.09697
H 1.38628 1.63147 -1.41189
H -0.67079 -1.78441 1.66091
H -1.54861 -2.17242 -0.04100
H 1.98210 -0.68049 -0.58879
H 1.82261 0.04051 1.04568
H -0.24108 -0.15793 -2.07691
H 0.04157 1.78485 1.04970